Entry 1:
{"formula": "C5H14N2S", "method": "the ωB97M-V functional and the def2-TZVPD basis", "total_charge": -1, "multiplicity": 2, "homo_ev": [1.2, -5.4], "symbols": ["H", "H", "H", "S", "C", "H", "H", "H", "C", "H", "H", "N", "C", "N", "H", "C", "H", "H", "H", "C", "H", "H"], "coordinates": [[-2.78, 1.27, -1.80], [3.65, 1.35, 0.61], [-0.98, 0.94, 0.47], [-2.36, -1.06, 1.77], [-0.88, -1.22, 0.70], [-3.19, -0.75, 0.77], [-0.94, -0.87, -1.90], [1.15, 0.88, -0.89], [-1.14, 0.10, -1.45], [-1.18, -1.94, -0.06], [3.66, -0.12, 1.56], [-2.58, 0.33, -1.48], [-0.53, 0.08, -0.04], [0.91, 0.18, -0.20], [1.39, 1.50, 1.36], [3.16, 0.39, 0.74], [-3.00, -0.37, -2.07], [-0.09, -1.62, 1.32], [-0.57, 0.82, -2.06], [1.65, 0.49, 1.01], [1.37, -0.20, 1.80], [3.27, -0.20, -0.17]]}

---

Entry 2:
{"formula": "C5H7N3", "method": "the ωB97M-V functional and the def2-TZVPD basis", "homo_ev": -7.9, "symbols": ["C", "C", "N", "C", "H", "C", "N", "H", "H", "H", "H", "H", "H", "C", "N"], "coordinates": [[-0.28, -0.39, -1.34], [-2.21, 0.93, -0.27], [1.35, -0.98, -0.12], [-0.91, 0.11, -0.30], [4.40, -1.50, -0.09], [-0.19, -0.03, 1.05], [1.01, -0.49, 1.02], [0.09, -0.68, -2.31], [-2.89, 0.16, -0.53], [-2.21, 1.78, -1.13], [3.31, -0.84, 1.48], [-2.34, 1.37, 0.75], [-0.52, 0.49, 1.91], [3.51, -1.24, 0.43], [2.55, -1.25, -0.40]]}

---

Entry 3:
{"formula": "C6H19N5O11S2V", "method": "the ωB97M-V functional and the def2-TZVPD basis", "total_charge": -1, "multiplicity": 3, "homo_ev": [-5.1, -5.8], "symbols": ["H", "O", "C", "O", "H", "C", "H", "H", "O", "H", "V", "O", "H", "H", "S", "H", "O", "H", "H", "C", "N", "C", "N", "O", "N", "O", "C", "N", "S", "H", "O", "H", "O", "H", "H", "O", "H", "H", "H", "O", "N", "C", "H", "H"], "coordinates": [[0.80, 2.99, -2.92], [2.54, 2.55, 0.05], [-1.46, 1.07, 3.16], [-0.34, -1.65, 1.12], [0.15, -3.58, 2.67], [1.42, 0.55, -2.70], [0.89, -0.13, -3.39], [-2.77, -3.65, 0.90], [-1.36, 0.73, 1.98], [-2.74, -2.04, 0.27], [-0.21, 0.31, -0.04], [-3.72, -0.76, -0.54], [1.46, -1.86, -1.35], [-2.80, -0.38, 3.67], [1.41, 2.25, 0.91], [-0.06, 2.53, 3.07], [0.10, 2.39, 0.26], [-0.95, 2.46, 4.57], [2.01, 1.24, -3.31], [-1.02, -2.66, 1.26], [-2.24, -2.84, 0.65], [2.33, -0.14, -1.70], [1.52, -0.98, -0.82], [-2.09, 0.98, -0.57], [-0.74, 2.07, 3.68], [1.38, 0.77, 1.09], [3.33, -1.01, -2.50], [-0.57, -3.72, 1.99], [-2.65, -0.15, -1.35], [2.96, 0.63, -1.27], [-1.40, -0.96, -1.29], [-0.61, 2.23, -3.49], [1.47, 2.97, 2.15], [2.15, -1.31, -0.09], [3.69, -1.89, -1.95], [-2.96, 0.14, -2.73], [2.84, -1.43, -3.39], [-0.74, 2.89, -1.90], [-2.36, 0.61, 5.00], [0.39, 1.20, -1.95], [-2.16, 0.29, 4.07], [-0.04, 2.39, -2.55], [-1.14, -4.54, 2.07], [4.28, -0.55, -2.81]]}

---

Entry 4:
{"formula": "C13H17ClN2O4Pt", "method": "the ωB97M-V functional and the def2-TZVPD basis", "multiplicity": 3, "homo_ev": [-6.4, -9.1], "symbols": ["H", "H", "H", "N", "O", "H", "C", "H", "C", "Cl", "C", "H", "O", "H", "N", "C", "H", "C", "H", "H", "H", "H", "O", "O", "C", "H", "H", "C", "C", "C", "Pt", "C", "H", "C", "H", "H", "C", "C"], "coordinates": [[-2.41, -1.66, 0.78], [-1.22, -2.77, 1.03], [-1.76, 2.02, 2.04], [0.44, 1.04, -0.90], [-0.96, -0.79, 2.43], [-3.03, -0.12, 1.75], [0.61, -3.68, 0.46], [3.12, -2.00, -1.10], [-2.50, 1.29, -1.39], [0.14, -0.17, 3.22], [1.86, -3.51, -0.13], [-3.32, 1.90, -0.94], [-0.22, 1.23, 3.48], [-1.92, 1.76, -2.15], [-0.01, -1.36, -0.01], [2.60, 1.81, -2.42], [0.34, -4.66, 0.89], [-0.28, -2.59, 0.51], [1.52, 3.72, -2.60], [2.59, -4.32, -0.23], [-0.03, 2.07, 1.60], [-0.33, 2.95, -1.15], [0.26, -0.94, 4.43], [1.39, -0.17, 2.43], [1.55, 2.71, -2.18], [-1.22, 2.99, 0.64], [-3.00, 0.43, -1.84], [-1.05, 2.06, 1.20], [2.17, -2.23, -0.61], [0.50, 2.29, -1.37], [-1.38, 0.38, 0.00], [2.57, 0.54, -1.85], [3.42, 2.09, -3.08], [1.45, 0.15, -1.11], [3.33, -0.20, -2.03], [-3.59, -0.43, -0.03], [-2.84, -0.64, 0.79], [1.22, -1.18, -0.57]]}

---

Record order is preserved below.
ΔE to the lowest compared entry with this formula, charge and spin: 0.838 6.737 1.038 0.000 eV